Record 1
{"formula": "C34H37BBr3F25NO9", "method": "ωB97M-V/def2-TZVPD", "species": ["C", "C", "O", "B", "O", "C", "C", "O", "C", "C", "C", "C", "F", "Br", "C", "F", "F", "Br", "C", "C", "Br", "C", "C", "N", "C", "F", "F", "C", "F", "F", "C", "F", "F", "C", "F", "F", "F", "C", "C", "C", "C", "F", "F", "C", "F", "F", "C", "F", "F", "C", "F", "F", "C", "F", "F", "C", "F", "F", "F", "H", "H", "H", "H", "H", "H", "H", "H", "H", "H", "H", "H", "H", "H", "H", "H", "H", "H", "H", "H", "H", "C", "C", "O", "C", "O", "O", "C", "H", "H", "H", "H", "H", "H", "H", "H", "C", "C", "O", "C", "O", "O", "C", "H", "H", "H", "H", "H", "H", "H", "H"], "coordinates": [[2.620904, -1.193470, 2.971518], [1.524343, -0.056576, 3.044826], [1.767160, 1.079123, 2.182515], [0.727455, 1.305875, 1.259761], [0.113714, 2.572045, 1.297934], [0.219141, 0.208364, 0.180020], [-1.028634, -0.458956, 0.598092], [-1.649640, -0.159009, 1.773111], [-1.553799, -1.469249, -0.378116], [-2.885131, -2.108995, 0.096546], [-2.745801, -3.664439, 0.464640], [-3.212092, -3.984011, 1.921212], [-2.753337, -3.081953, 2.885123], [-2.390154, -5.743057, 2.393388], [-4.761954, -4.186583, 2.092164], [-5.022907, -4.680580, 3.364229], [-5.285027, -5.108483, 1.218901], [-5.816934, -2.535729, 1.930524], [-0.833029, -1.779574, -1.607416], [-1.559575, -2.806631, -2.503665], [-0.759024, -4.602947, -2.616578], [-2.082302, -2.210664, -3.907218], [-3.553307, -1.622992, -3.716633], [0.400069, -1.146650, -1.930349], [1.188845, -1.459271, -3.120947], [0.728757, -2.352470, -4.035194], [1.209658, -0.283021, -3.881814], [2.685590, -1.984794, -2.833156], [3.629424, -1.012188, -3.170209], [2.909621, -2.291061, -1.516431], [3.205870, -3.191745, -3.724186], [4.567609, -3.242375, -3.388642], [3.263543, -2.899599, -5.067964], [2.700980, -4.654455, -3.453128], [2.323344, -4.950438, -2.193310], [3.774548, -5.488979, -3.711678], [1.785894, -5.020451, -4.412810], [0.898388, -0.134316, -1.076524], [2.149550, 0.743038, -1.321639], [3.434506, 0.364430, -0.457212], [4.307495, 1.654298, -0.219671], [4.503807, 2.356678, -1.404623], [3.579770, 2.540981, 0.588228], [5.653169, 1.378486, 0.563951], [5.353657, 0.486380, 1.570962], [6.000724, 2.574492, 1.171577], [6.826496, 0.768887, -0.309662], [7.240835, -0.384556, 0.336366], [6.392284, 0.322242, -1.554644], [8.010537, 1.766927, -0.593786], [7.557135, 2.966135, -1.104514], [8.780497, 1.221319, -1.615248], [8.972752, 2.064827, 0.629920], [8.998932, 3.445363, 0.781989], [8.557293, 1.560376, 1.833347], [10.479640, 1.634860, 0.422685], [11.120312, 2.376774, -0.522601], [11.121563, 1.932736, 1.610227], [10.644997, 0.295241, 0.246521], [3.474985, -0.978677, 2.287288], [2.983596, -1.453153, 4.001528], [2.106962, -2.130015, 2.598674], [0.523779, -0.542114, 2.915136], [1.536246, 0.340978, 4.101423], [-0.067047, 2.727220, 2.248449], [-1.612917, -0.928547, 2.377886], [-3.389867, -1.557193, 0.922128], [-3.606381, -2.077195, -0.772339], [-1.704292, -4.034211, 0.283387], [-3.408788, -4.262395, -0.224129], [-2.560322, -3.086264, -2.072896], [-2.179567, -3.082154, -4.598204], [-1.440580, -1.380934, -4.287455], [-3.812160, -1.031928, -4.628103], [-4.303904, -2.435171, -3.535664], [-3.587263, -0.918454, -2.834126], [1.962807, 1.834737, -1.078297], [2.496749, 0.827510, -2.379259], [3.081328, -0.075466, 0.504877], [4.113478, -0.376534, -0.940983], [-8.415712, 1.192950, 7.024890], [-8.935207, 1.579363, 5.653788], [-8.558648, 0.613605, 4.661720], [-9.264729, -0.523620, 4.666924], [-10.170603, -0.793301, 5.410306], [-8.767866, -1.322963, 3.711292], [-9.367054, -2.619296, 3.675356], [-7.336681, 1.026550, 6.992307], [-8.632723, 1.976120, 7.752302], [-8.871406, 0.265445, 7.373244], [-8.486293, 2.525706, 5.349485], [-10.017640, 1.721639, 5.658522], [-10.452271, -2.553931, 3.598973], [-9.078354, -3.186277, 4.561409], [-8.989965, -3.137325, 2.794535], [2.219440, 5.041778, -2.053224], [1.053564, 5.596704, -1.257979], [0.166889, 6.350075, -2.092654], [-0.641178, 5.625687, -2.874317], [-0.688065, 4.419886, -2.925276], [-1.372610, 6.470747, -3.606910], [-2.213914, 5.829597, -4.565878], [2.732335, 5.841339, -2.591174], [2.931557, 4.543981, -1.392749], [1.881738, 4.321061, -2.800254], [1.427446, 6.286220, -0.500379], [0.509049, 4.806693, -0.735171], [-2.848671, 5.077994, -4.096175], [-1.606479, 5.381271, -5.353288], [-2.850950, 6.592651, -5.009656]], "atomic_forces_ev_per_a": [[-0.87, -0.68, -0.11], [1.06, -0.77, 1.59], [-2.07, -0.96, -0.64], [0.87, 1.86, 0.50], [0.01, -2.20, 0.32], [-1.31, -1.44, -0.69], [2.04, -1.07, -3.47], [1.09, -0.38, -0.92], [1.12, 1.33, 1.17], [-0.43, -1.05, -1.51], [-0.42, 0.51, -0.07], [0.55, -1.11, -0.19], [-0.59, -0.41, -1.21], [-0.36, 0.71, -0.18], [-1.08, -0.77, 1.25], [0.53, 0.75, -1.65], [1.10, 1.13, 0.71], [0.54, -0.50, -0.02], [-1.37, -0.15, 1.91], [-1.53, 0.57, -1.05], [-0.02, 0.67, 0.14], [-0.79, -0.04, 0.65], [0.78, 0.17, 0.38], [-1.35, 0.20, 1.77], [1.23, 1.29, -2.73], [-0.47, 0.20, 1.77], [0.37, -1.34, 1.37], [1.97, 0.89, -0.25], [-1.85, -0.71, 0.43], [-0.88, 0.11, -1.29], [2.72, 0.03, -0.41], [-1.82, 0.10, 0.28], [-1.25, -0.34, 1.89], [1.13, -2.72, -1.83], [-0.14, 0.97, -1.40], [-1.30, 1.19, 0.42], [0.57, 0.84, 1.86], [-1.03, 0.83, 2.16], [1.47, 0.65, -0.78], [0.17, 0.09, -0.02], [-1.63, 0.45, 0.28], [0.20, -1.09, 1.32], [0.81, -1.02, -0.88], [-0.83, 0.75, 0.59], [0.26, 0.94, -1.05], [0.16, -1.68, -0.97], [0.09, -1.33, -0.40], [0.09, 1.75, -0.80], [0.01, 0.91, 1.56], [0.87, 0.34, -1.28], [-0.03, -1.77, 0.86], [-0.90, 0.32, 1.44], [0.38, 1.70, 0.73], [0.07, -1.74, -0.19], [0.07, 0.04, -1.57], [1.82, 0.16, 1.39], [-1.27, -1.39, 0.77], [-0.95, -0.33, -1.37], [-0.49, 1.74, -0.36], [-0.66, 0.03, 0.77], [-0.14, 0.43, -1.04], [0.73, 0.88, 0.23], [0.73, 0.68, -0.19], [-0.14, -0.24, -1.17], [0.47, 0.57, -0.62], [-0.43, 0.20, -0.31], [0.83, -0.19, -0.71], [0.63, 0.21, 1.04], [-0.91, 0.37, 0.46], [0.66, 0.49, 0.81], [1.52, 0.56, 0.22], [0.52, 0.93, 0.27], [-0.36, -0.98, 0.08], [0.02, -0.59, 0.76], [0.65, 0.68, -0.29], [0.03, -0.61, -0.91], [-0.57, -1.35, -0.02], [-0.64, -0.41, 0.80], [0.65, 0.67, -0.62], [-0.78, 0.59, 0.22], [0.03, -0.31, 0.03], [-0.07, 0.36, 0.53], [-0.11, -0.19, -0.27], [0.19, 0.18, 0.18], [0.09, 0.00, -0.21], [-0.04, 0.11, -0.01], [-0.12, -0.40, -0.08], [-0.02, 0.16, -0.02], [0.02, 0.01, -0.06], [-0.09, 0.10, -0.03], [0.06, -0.20, -0.25], [0.05, -0.21, -0.04], [0.08, 0.06, 0.15], [-0.16, 0.06, 0.02], [0.13, 0.24, 0.01], [-0.04, -0.09, -0.25], [0.46, -0.30, 0.25], [-0.34, -0.09, -0.08], [0.22, 0.28, -0.03], [-0.07, 0.12, 0.05], [0.09, -0.22, 0.20], [-0.30, -0.05, -0.31], [0.04, 0.01, 0.15], [0.00, 0.09, 0.03], [-0.05, -0.02, 0.09], [-0.21, 0.16, -0.16], [-0.08, 0.03, -0.17], [0.16, -0.02, 0.00], [-0.05, -0.10, 0.11], [0.18, 0.12, 0.17]], "mulliken_charge": [-0.85, 0.22, -0.17, 0.98, -0.67, 0.46, -0.64, -0.60, 0.46, -1.88, -0.58, -0.04, -0.30, -0.03, 0.69, -0.21, -0.21, -0.10, 1.15, -0.21, -0.03, -0.25, -1.11, 0.52, -0.10, -0.28, -0.34, 1.11, -0.31, -0.30, 0.47, -0.29, -0.26, 0.64, -0.19, -0.27, -0.23, -0.86, -1.24, -0.05, 0.80, -0.33, -0.33, 0.37, -0.30, -0.31, 0.81, -0.31, -0.29, 0.38, -0.27, -0.34, 0.73, -0.30, -0.28, 0.61, -0.23, -0.25, -0.22, 0.05, 0.33, 0.28, -0.29, 0.55, 0.31, 0.27, 0.83, 0.27, 0.50, 0.36, 0.06, 0.41, 0.28, 0.39, 0.32, 0.24, 0.79, 0.89, -0.51, 0.60, -1.10, -0.17, -0.34, 0.68, -0.54, -0.23, -0.73, 0.29, 0.36, 0.32, 0.28, 0.31, 0.36, 0.33, 0.19, -0.86, -0.19, -0.36, 0.73, -0.53, -0.34, -0.62, 0.43, 0.11, 0.24, 0.38, 0.23, 0.28, 0.29, 0.23], "homo_energy_ev": -12.35, "total_energy_ev": -334509.5108, "homo_lumo_gap_ev": 7.36, "total_charge": 1}

---

Record 2
{"formula": "C5H33N3O10", "method": "ωB97M-V/def2-TZVPD", "species": ["C", "C", "N", "C", "C", "N", "C", "N", "H", "H", "H", "H", "H", "H", "H", "H", "H", "H", "H", "H", "H", "O", "H", "H", "O", "H", "H", "O", "H", "H", "O", "H", "H", "O", "H", "H", "O", "H", "H", "O", "H", "H", "O", "H", "H", "O", "H", "H", "O", "H", "H"], "coordinates": [[1.366034, -2.112960, 1.223344], [0.065342, -1.236324, 1.254050], [-1.132498, -1.971935, 1.642073], [-0.134615, -0.588343, -0.048431], [-1.269296, 0.419404, -0.210122], [-0.908192, 1.736306, 0.048610], [-2.492524, 0.082353, -0.788070], [-3.492578, 1.118030, -0.956404], [1.657721, -2.637351, 2.144414], [2.264581, -1.510613, 0.897220], [1.254098, -2.895053, 0.538458], [0.245948, -0.340576, 2.044265], [-0.974857, -2.746988, 2.357123], [-1.503804, -2.364430, 0.757018], [-0.003886, -1.192019, -0.947258], [0.802887, 0.108055, -0.148313], [0.050998, 1.826014, 0.371821], [-1.465194, 2.300604, 0.731101], [-2.858302, -0.880754, -1.129294], [-3.176752, 2.072991, -1.091985], [-4.274420, 0.799928, -1.521903], [2.847899, -2.288557, -1.458976], [2.341616, -1.729656, -2.102439], [3.574428, -1.706913, -1.291929], [3.155516, 1.845597, 1.923327], [2.471034, 1.316401, 2.457179], [2.683766, 2.648679, 1.937583], [-1.846929, -3.296732, -1.313424], [-1.766597, -2.599301, -1.814778], [-1.782081, -4.027990, -1.926468], [3.462888, 0.275682, -0.523691], [4.350653, 0.623201, -0.154416], [2.959487, 0.715871, 0.213454], [-1.194052, -0.848753, -3.312081], [-1.357605, 0.119454, -3.297342], [-0.398453, -0.974130, -3.830559], [-1.271227, 1.907445, -3.334755], [-0.575526, 2.357371, -3.717748], [-1.308502, 2.181486, -2.387980], [1.020409, 3.416694, 1.854538], [0.889063, 3.989534, 2.612216], [0.831075, 2.535600, 2.064570], [-0.184533, 1.503659, 3.109173], [-1.071923, 1.181354, 2.880865], [0.124080, 0.926596, 3.919743], [1.880575, -0.107581, -2.708281], [1.163691, -0.142378, -2.202237], [2.491111, 0.344255, -2.110295], [-2.534219, 0.178843, 2.801639], [-2.811413, 0.385190, 1.931567], [-2.164923, -0.717262, 2.613825]], "atomic_forces_ev_per_a": [[0.60, 1.72, 0.75], [1.80, 0.30, 3.44], [-0.38, -1.38, 0.44], [1.72, 3.20, -1.90], [-2.15, -2.84, -1.38], [-0.39, 2.04, 1.01], [1.08, 2.83, 1.14], [0.48, -1.43, 0.31], [-0.49, 0.56, 0.28], [-1.05, -0.61, 0.29], [-0.22, -1.03, -1.44], [-0.45, -2.15, -1.71], [0.00, 1.33, -1.62], [0.01, -0.25, 1.04], [-0.54, -0.71, 0.33], [-1.23, -1.17, 0.11], [-0.30, -0.09, -0.33], [0.26, -0.84, -0.95], [0.59, 0.00, 0.42], [-0.11, -0.38, -0.15], [0.39, 0.60, 0.06], [-1.03, -0.41, -1.10], [0.54, -0.74, 0.57], [0.74, 0.42, 0.45], [-0.76, -3.39, 1.31], [1.83, 0.54, -1.00], [-0.72, 2.42, -0.46], [-0.73, -5.76, 4.22], [0.80, 6.30, -4.38], [0.01, -0.37, 0.04], [1.96, 2.00, 2.42], [-1.54, -0.96, -1.37], [-0.02, -0.52, -0.77], [-0.25, -0.11, 0.22], [0.27, -0.39, -0.11], [0.16, 0.08, -0.22], [-2.54, -1.08, 2.19], [2.36, 1.48, -1.19], [0.25, -0.26, -0.80], [1.14, 2.93, -1.54], [-0.29, -0.36, 0.20], [-1.22, -1.82, 1.37], [1.79, -1.34, 2.83], [-0.58, -0.59, 0.26], [-1.23, 1.72, -2.44], [4.28, 0.70, -3.41], [-5.29, -0.30, 3.03], [0.60, 0.02, -0.12], [0.56, -0.46, 1.24], [-0.84, 0.60, -1.61], [0.14, -0.02, 0.01]], "mulliken_charge": [-1.38, 1.97, -0.67, -1.21, 0.61, -0.34, -0.40, -0.46, 0.43, 0.22, 0.44, -0.87, 0.28, 0.22, 0.63, -0.33, 0.11, 0.32, 0.43, 0.23, 0.26, -0.69, 0.42, 0.29, -0.77, 0.30, 0.42, -0.56, 0.14, 0.28, -0.65, 0.34, 0.28, -0.58, 0.37, 0.26, -0.67, 0.29, 0.33, -0.67, 0.29, 0.31, -0.71, 0.33, 0.32, -0.84, 0.23, 0.45, -0.84, 0.37, 0.46], "homo_energy_ev": -7.54, "smiles": "C[C@H](N)C/C(N)=C/N.O.O.O.O.O.O.O.O.O.O", "total_energy_ev": -30664.7437, "homo_lumo_gap_ev": 7.68, "de_lowest_kj_mol": 188.0, "total_charge": 0}